Below is a molecular structure, C24H26CoN4Si at a distorted geometry, with properties calculated with the ωB97M-V functional and the def2-TZVPD basis.

Output
- gap between HOMO and LUMO (alpha / beta) (eV) = 4.0729 / 7.0236
- multiplicity = 4
- max |F| (eV/A) = 4.8

Last column: Löwdin charge in e.
Geometry (Å):
1 C 1.109391 -0.673474 -0.999672  -0.163
2 C 1.821132 0.387004 -0.362849  -0.217
3 C 1.653641 0.262649 1.054479  -0.189
4 H 2.472992 1.090349 -0.872071  0.087
5 C 0.834663 -0.886658 1.293652  -0.203
6 C 0.485906 -1.457538 0.021044  -0.201
7 H -0.101258 -2.356573 -0.145704  0.103
8 H 1.037284 -0.842351 -2.075623  0.106
9 H 2.086762 0.907404 1.814514  0.102
10 H 0.505501 -1.258696 2.259700  0.079
11 Co -0.122363 0.408066 0.178658  0.325
12 C -0.403659 5.207003 -0.790659  -0.176
13 H -0.272252 5.417409 0.283039  0.036
14 H -1.471293 5.178497 -1.044787  0.024
15 H 0.082497 6.016702 -1.371174  0.051
16 Si 0.483867 3.629853 -1.178291  0.635
17 C 0.669667 3.184909 -2.972772  -0.289
18 C 1.721286 2.351030 -3.408789  -0.107
19 H 2.497755 2.019562 -2.712581  0.086
20 C 1.757500 1.932965 -4.740942  -0.089
21 H 2.574511 1.301574 -5.083014  0.100
22 C 0.750241 2.321810 -5.628994  -0.105
23 H 0.803261 2.021629 -6.675641  0.096
24 C -0.334212 3.077696 -5.173764  -0.103
25 H -1.137016 3.345178 -5.860746  0.097
26 C -0.397722 3.492986 -3.842233  -0.114
27 H -1.264114 4.043470 -3.474025  0.092
28 C 2.093643 3.717519 -0.267233  -0.295
29 C 3.252957 4.108061 -0.954975  -0.096
30 H 3.252415 4.130016 -2.048075  0.096
31 C 4.380679 4.504770 -0.227316  -0.087
32 H 5.268967 4.830936 -0.769550  0.099
33 C 4.361014 4.503823 1.171767  -0.093
34 H 5.225880 4.857802 1.728510  0.097
35 C 3.221836 4.063522 1.853797  -0.087
36 H 3.204385 4.044338 2.944798  0.102
37 C 2.090461 3.662994 1.140923  -0.120
38 H 1.193093 3.338473 1.672088  0.088
39 H 0.176366 1.909540 0.400982  -0.013
40 H 0.014720 2.176467 -0.831994  -0.024
41 N -3.467154 -2.706378 1.774006  0.083
42 C -2.926264 -3.607409 2.675552  -0.081
43 C -1.692541 -3.099784 3.015545  -0.109
44 N -1.483716 -1.911404 2.351525  0.094
45 C -2.559649 -1.683062 1.586063  -0.240
46 C -2.865424 -0.559600 0.716503  -0.190
47 N -2.018294 0.294683 0.069941  0.034
48 C -2.808326 1.098557 -0.775970  -0.066
49 C -4.114099 0.766562 -0.572897  -0.081
50 N -4.137800 -0.260301 0.337789  0.093
51 H -4.357801 -2.792710 1.294106  0.148
52 H -3.435022 -4.504484 2.980376  0.104
53 H -0.957994 -3.508711 3.692321  0.105
54 H -2.359432 1.825559 -1.448951  0.105
55 H -5.006082 1.161264 -1.021166  0.111
56 H -4.968780 -0.693957 0.722211  0.155

Atomic forces in eV per Å
0.49 -0.73 -0.38
1.67 -0.80 0.00
1.63 -1.20 0.18
-0.42 0.01 0.25
1.47 -1.03 0.50
1.47 -1.32 0.20
0.01 0.29 0.10
0.07 0.07 0.42
-0.16 -0.16 -0.29
0.36 0.34 -0.54
-3.03 3.74 -0.58
-0.40 0.29 -0.02
-0.17 0.00 -0.39
0.22 0.15 0.14
-0.24 -0.36 0.31
0.41 -1.60 -0.81
0.04 0.46 -0.25
-0.43 0.24 -0.54
-0.26 0.24 -0.32
-0.15 0.11 0.21
-0.13 0.10 0.00
-0.04 0.02 0.11
-0.04 0.05 0.26
-0.05 -0.05 0.08
0.18 -0.09 0.10
0.87 -0.39 -0.38
0.22 0.04 -0.15
0.19 0.31 0.07
0.07 0.11 0.75
0.09 0.09 0.36
-0.03 -0.08 -0.07
-0.15 -0.05 0.23
-0.24 -0.11 -0.26
-0.12 -0.12 -0.11
0.00 -0.09 -0.14
0.06 0.02 -0.28
0.46 0.41 -0.23
0.23 0.11 -0.17
-0.28 0.23 1.96
-0.74 1.34 -0.38
-0.02 0.09 -0.06
0.32 0.52 -0.23
-0.92 0.55 -0.80
-1.49 0.08 -0.43
0.84 -1.30 1.66
0.91 1.89 -1.48
-3.34 -1.29 -0.12
0.19 -0.92 1.28
0.22 0.20 -0.40
-0.09 -0.34 0.33
0.44 -0.22 0.25
-0.09 0.02 -0.08
-0.06 0.06 -0.07
-0.13 -0.23 0.34
-0.13 -0.04 0.03
0.21 0.32 -0.16